Entry 1:
Below is a cluster of 2 separate species, C4H7N2 in total, with properties calculated with ωB97M-V/def2-TZVPD.

Properties
net charge = +1
2S+1 = 1
LUMO = -0.2224 Ha

```
13
C4H7N2, DFT ωB97M-V/def2-TZVPD
C 1.24 2.05 -0.45
C 0.10 1.66 0.10
C 2.45 2.20 -0.94
C -1.51 -2.72 0.36
N -1.50 -1.38 0.58
N -1.63 -0.30 0.87
H -0.42 0.96 -0.50
H -0.27 2.04 1.03
H 3.26 1.67 -0.26
H 2.87 2.91 -1.54
H -2.41 -2.98 -0.18
H -0.76 -2.99 -0.41
H -1.43 -3.10 1.34
```

***

Entry 2:
Below is the ion C4H7N2 with charge +1, with properties calculated with ωB97M-V/def2-TZVPD.

Properties
net charge = +1
2S+1 = 1
LUMO (alpha / beta) = -0.2260 / -0.2246 Ha

```
13
C4H7N2, DFT ωB97M-V/def2-TZVPD
C -0.04 1.94 -0.39
C 1.08 0.02 -0.32
C 0.13 -0.92 0.03
C 1.18 1.32 -0.59
N -0.64 -0.66 1.14
N -0.17 -2.05 -0.55
H -0.95 1.62 -0.82
H 2.04 1.93 -0.39
H -0.24 2.76 0.30
H -0.73 0.27 1.54
H -1.42 -1.18 1.18
H -0.81 -2.56 -0.03
H 0.56 -2.48 -1.09
```

***

Entry 3:
Below is a cluster of 2 separate species, C4H7N2 in total, with properties calculated with ωB97M-V/def2-TZVPD.

Properties
net charge = +1
2S+1 = 1
LUMO = -0.1420 Ha

```
13
C4H7N2, DFT ωB97M-V/def2-TZVPD
C 2.56 -0.90 0.06
C 0.43 1.37 -0.07
C -1.36 -0.38 -0.76
C -1.39 -0.36 0.70
N 2.05 0.11 -0.04
N -0.52 0.49 -0.08
H 3.08 -1.78 0.53
H 0.75 1.93 0.70
H 0.71 1.69 -1.06
H -0.96 -1.26 -1.28
H -2.28 0.10 -1.28
H -2.25 0.07 1.27
H -0.80 -1.10 1.32
```

***

E per entry: -265.694109 -265.727325 -265.744100 Eh
ΔE to the lowest compared entry with this formula, charge and spin per entry: 134.52 113.67 103.15 kcal per mole